88
Properties=species:S:1:pos:R:3 method="wB97M-V/def2-TZVPD" spin_multiplicity=1 total_charge=-1 homo_lumo_gap_ev=8.4 energy_ha=-5984.42252 lumo_energy_ha=0.0513
C 0.4191 -1.5013 3.2479
C -0.5487 -2.5696 2.8466
O -0.6616 -3.6383 3.4632
O -1.3598 -2.3309 1.7744
C -0.6954 -2.3406 0.5011
C -1.5889 -1.7326 -0.5596
C -2.1956 -0.3955 -0.1607
C -1.2710 0.4621 0.6833
C -0.2739 1.2534 -0.1600
S 1.1183 1.7612 0.8275
O 0.4882 2.3796 1.9723
O 1.9289 2.6720 0.0564
N 1.8755 0.4516 1.3781
S 3.0824 -0.1559 0.5042
O 3.4930 -1.3754 1.1691
O 4.1721 0.7563 0.2696
C 2.5176 -0.6358 -1.1443
C 3.0028 -2.0394 -1.5368
C 1.8530 -2.9809 -1.8110
Br 4.1275 -1.8972 -3.1464
H -0.0110 -0.5080 3.2187
H 1.2613 -1.5102 2.5584
H 0.8020 -1.6812 4.2420
H 0.2879 -1.8780 0.5389
H -0.5348 -3.3864 0.2367
H -2.4039 -2.4319 -0.7044
H -1.0399 -1.7093 -1.4969
H -2.4519 0.1777 -1.0500
H -3.1226 -0.5703 0.3705
H -0.7823 -0.0826 1.4780
H -1.8752 1.2027 1.1843
H -0.7465 2.1880 -0.4387
H 0.0336 0.7430 -1.0662
H 2.9279 0.0832 -1.8363
H 1.4393 -0.5938 -1.2025
H 3.6399 -2.4670 -0.7783
H 1.4427 -3.3713 -0.8852
H 1.0453 -2.4779 -2.3348
H 2.1468 -3.8170 -2.4351
C -3.5798 -4.9771 2.0148
N -4.3417 -4.3429 0.9042
O -4.1278 -3.1724 0.6751
O -5.1359 -5.0353 0.3002
H -2.9186 -4.2353 2.4436
H -4.3029 -5.3311 2.7390
H -3.0148 -5.8039 1.5937
C -2.6004 -3.6837 6.1881
N -3.4570 -4.7955 5.6958
O -3.2764 -5.9014 6.1456
O -4.3019 -4.5171 4.8630
H -1.9089 -4.0859 6.9175
H -2.0723 -3.2781 5.3329
H -3.2565 -2.9395 6.6303
C 3.7683 4.7716 0.6486
N 4.9300 5.7026 0.7022
O 5.1132 6.4536 -0.2426
O 5.6337 5.6668 1.6833
H 3.2433 4.9239 -0.2840
H 4.1491 3.7562 0.7143
H 3.1314 4.9965 1.4979
C -8.1031 -6.2060 -0.6177
N -8.9867 -7.2972 -1.1140
O -8.7956 -8.4171 -0.6937
O -9.8448 -6.9873 -1.9118
H -7.3909 -6.6257 0.0809
H -7.5977 -5.7771 -1.4766
H -8.7377 -5.4691 -0.1359
C 5.8157 7.8456 -2.8891
N 5.3161 7.5068 -4.2502
O 4.2969 6.8683 -4.3432
O 5.9765 7.9031 -5.1946
H 5.1383 7.4363 -2.1552
H 6.8061 7.4135 -2.7896
H 5.8572 8.9289 -2.8261
C 6.3979 8.8157 -8.0662
N 6.7842 8.8287 -9.5044
O 6.0866 9.4532 -10.2752
O 7.7791 8.2093 -9.8113
H 5.4988 9.4065 -7.9473
H 6.2267 7.7849 -7.7777
H 7.2229 9.2387 -7.5029
C -4.5942 -1.4742 3.3885
N -3.5613 -0.4164 3.5571
O -3.4629 0.4180 2.6882
O -2.8796 -0.4751 4.5605
H -5.1139 -1.3000 2.4544
H -4.0823 -2.4314 3.3790
H -5.2683 -1.4055 4.2370

69
Properties=species:S:1:pos:R:3 method="wB97M-V/def2-TZVPD" spin_multiplicity=3 total_charge=-2 homo_lumo_gap_ev="5.6 / 6.4" energy_ha=-2411.77556 lumo_energy_ha="0.1714 / 0.1713"
Pt 0.0273 -0.3441 -0.1293
Cl -1.3602 -2.2266 -2.4447
C -1.4020 -1.7924 -0.6965
H -1.3269 -2.7346 -0.1575
H -2.3793 -1.3426 -0.5236
C 2.7536 0.4367 2.4397
Si 2.8314 1.0935 0.6657
C 4.7077 1.4265 0.3744
C 2.0466 2.8084 0.5069
C 2.1158 -0.1148 -0.5531
H 3.0858 1.1701 3.1791
H 3.3676 -0.4625 2.5498
H 1.7180 0.1682 2.6624
H 5.0888 2.1391 1.1131
H 4.8809 1.8499 -0.6197
H 5.2977 0.5084 0.4569
H 2.0865 3.3720 1.4430
H 0.9956 2.6790 0.2342
H 2.5355 3.4026 -0.2703
H 2.5831 -1.1018 -0.4772
H 2.2148 0.2386 -1.5840
C -5.6372 1.2892 -0.6349
C -4.6839 0.7228 -1.6935
C -4.9694 1.3909 -3.0465
C -4.9043 -0.7874 -1.8062
O -3.3226 0.8892 -1.3575
Si -2.3941 2.1454 -0.8115
O -0.9029 1.7094 -0.6814
O -3.2101 2.6914 0.5144
C -2.8866 3.6946 1.4540
C -3.5761 3.3099 2.7639
C -3.4250 5.0409 0.9442
C -1.3785 3.7985 1.6848
O -2.5671 3.4405 -1.8890
C -1.6920 3.7529 -2.9567
C -2.4210 4.7993 -3.8043
C -0.3821 4.3393 -2.4162
C -1.3702 2.5177 -3.8061
H -6.6678 1.0015 -0.8609
H -5.5585 2.3748 -0.6028
H -5.3535 0.9086 0.3465
H -6.0309 1.3206 -3.2997
H -4.3821 0.9073 -3.8304
H -4.6756 2.4395 -2.9885
H -5.9160 -1.0072 -2.1585
H -4.7549 -1.2479 -0.8281
H -4.1774 -1.2136 -2.5002
H -4.6529 3.2151 2.6027
H -3.3922 4.0680 3.5302
H -3.1875 2.3502 3.1104
H -4.5166 5.0159 0.8885
H -3.0345 5.2170 -0.0592
H -3.1197 5.8542 1.6077
H -0.9875 2.8228 1.9779
H -1.1588 4.5280 2.4678
H -0.8802 4.0953 0.7598
H -2.6815 5.6585 -3.1820
H -3.3458 4.3758 -4.2033
H -1.7941 5.1346 -4.6347
H -0.5851 5.2282 -1.8124
H 0.2942 4.6058 -3.2328
H 0.0862 3.5833 -1.7856
H -2.2869 2.0919 -4.2203
H -0.9024 1.7677 -3.1654
H -0.6894 2.7743 -4.6212
O -2.6923 -0.7420 2.4512
N -1.6786 -0.1717 2.8925
O -1.7768 0.7436 3.7409
O -0.5461 -0.4090 2.3752

63
Properties=species:S:1:pos:R:3 method="wB97M-V/def2-TZVPD" spin_multiplicity=1 total_charge=+4 homo_lumo_gap_ev="5.0 / 5.7" energy_ha=-2361.41214 lumo_energy_ha="-0.5402 / -0.5326"
Sn 0.6953 0.1549 0.4088
P 2.1338 -1.7879 -1.4042
P 1.1363 2.1208 -1.5065
P 0.2362 -2.2610 1.6822
H -4.3301 2.9603 2.7171
C -3.9661 2.0369 3.1544
C -2.6851 1.9138 3.6211
H -2.0052 2.7871 3.5747
C 0.9491 -2.5764 -2.5709
C 3.3621 -1.1693 -2.6219
C 3.0575 -3.2809 -0.8527
C 0.5621 3.8363 -1.3470
C 2.8711 2.3425 -2.0320
C 0.3028 1.5572 -3.0334
C -0.9288 -2.2437 3.0872
C 1.7321 -2.9348 2.4907
C -0.4032 -3.6811 0.7239
H -4.7180 1.2770 3.3523
H -2.4966 1.1416 4.3927
H 1.5018 -3.2481 -3.2420
H 0.4459 -1.8069 -3.1700
H 0.1929 -3.1542 -2.0262
H 3.8353 -2.0299 -3.1146
H 4.1336 -0.5986 -2.0902
H 2.8840 -0.5349 -3.3792
H 3.5470 -3.7256 -1.7310
H 2.4041 -4.0292 -0.3877
H 3.8300 -2.9747 -0.1349
H 1.0869 4.4729 -2.0784
H 0.7811 4.2004 -0.3317
H -0.5229 3.9004 -1.5120
H 2.8790 2.8987 -2.9827
H 3.3766 1.3768 -2.1759
H 3.4114 2.9289 -1.2727
H 0.5338 2.2627 -3.8459
H -0.7851 1.5361 -2.8704
H 0.6370 0.5487 -3.3221
H -1.1396 -3.2757 3.4018
H -1.8772 -1.7593 2.8160
H -0.4957 -1.6933 3.9318
H 1.4833 -3.9097 2.9379
H 2.0527 -2.2546 3.2940
H 2.5567 -3.0711 1.7777
H -0.6548 -4.4936 1.4235
H 0.3229 -4.0542 -0.0101
H -1.3159 -3.3754 0.1908
C -2.3317 1.2745 0.7944
C -3.6433 0.5655 0.5897
C -3.9580 0.6841 -0.8617
C -3.8543 1.9411 -1.3913
C -3.0895 2.9351 -0.7380
C -2.1552 2.5303 0.2265
S -1.4214 0.7059 2.1081
H -3.6570 -0.4304 1.0815
H -4.3748 1.1795 1.1573
H -4.3075 -0.2035 -1.3927
H -4.3982 2.1896 -2.3135
H -3.1684 3.9689 -1.0320
H -1.3490 3.1723 0.6007
N 2.5594 0.7227 1.6667
H 3.2146 1.2709 1.0997
H 3.0416 -0.1198 1.9970
H 2.2823 1.2837 2.4755

65
Properties=species:S:1:pos:R:3 method="wB97M-V/def2-TZVPD" spin_multiplicity=1 total_charge=-1 homo_lumo_gap_ev=6.7 energy_ha=-1164.07218 lumo_energy_ha=0.0836
C 1.4089 -3.6779 1.5006
C 0.2531 -3.4313 1.2446
Nb -1.7992 -2.8451 0.4322
C -1.9858 -4.9621 -0.3402
C -1.6090 -0.7839 1.3835
C -2.3238 0.3617 0.6975
O -2.0253 0.3822 -0.6838
C -2.8162 1.2634 -1.4378
C -2.1221 2.5967 -1.7156
C -3.9568 -2.5394 -0.2175
C -4.9944 -3.4775 0.4232
F -4.0168 -2.7438 -1.6305
H 2.4224 -3.9078 1.7449
H -2.4445 -3.3904 2.0935
H -1.0304 -2.2839 -1.1458
H -1.0280 -5.4554 -0.4798
H -2.6047 -5.5703 0.3239
H -2.5211 -4.8914 -1.2917
H -0.5464 -0.5479 1.4819
H -2.0079 -0.8442 2.3988
H -2.0430 1.3290 1.1466
H -3.4061 0.2637 0.8428
H -3.0425 0.7683 -2.3829
H -3.7766 1.4464 -0.9475
H -2.8767 3.3829 -1.7931
H -1.4504 2.8769 -0.9091
H -1.5948 2.5989 -2.6641
H -4.2983 -1.5118 -0.0737
H -5.6950 -2.9250 1.0469
H -4.5345 -4.2545 1.0252
H -5.5459 -3.9608 -0.3831
C 3.4600 -1.2630 7.2126
C 4.4020 -2.1561 6.4124
C 4.4791 -1.8064 4.9199
O 3.3685 -2.2160 4.1615
C 2.2590 -1.3280 4.1655
N 4.0417 -3.5576 6.6410
H 2.4168 -1.5252 7.0403
H 3.6509 -1.3787 8.2797
H 3.5942 -0.2113 6.9522
H 5.4112 -2.0098 6.8127
H 5.3351 -2.3391 4.4942
H 4.6608 -0.7307 4.7815
H 2.5913 -0.2857 4.2025
H 1.5929 -1.5298 5.0081
H 1.6971 -1.4993 3.2485
H 4.7351 -4.1586 6.2064
H 3.1837 -3.7440 6.1281
C 0.4190 3.0172 -5.6546
C -0.3228 4.3473 -5.7421
C 0.4655 5.4568 -6.4498
O 1.5098 6.0255 -5.6847
C 2.7306 5.3120 -5.6971
N -0.7670 4.7292 -4.4008
H 1.1842 3.0333 -4.8788
H -0.2747 2.2176 -5.3993
H 0.8972 2.7646 -6.6034
H -1.2208 4.1818 -6.3460
H -0.2194 6.2828 -6.6597
H 0.8578 5.1018 -7.4129
H 2.9109 4.8509 -6.6731
H 2.7601 4.5394 -4.9255
H 3.5279 6.0271 -5.4956
H -1.3709 5.5437 -4.4575
H 0.0449 5.0425 -3.8762

71
Properties=species:S:1:pos:R:3 method="wB97M-V/def2-TZVPD" spin_multiplicity=2 total_charge=-2 homo_lumo_gap_ev="5.2 / 5.2" energy_ha=-4495.40933 lumo_energy_ha="0.1649 / 0.1637"
Re -0.4542 0.9423 -0.3154
I 2.9767 0.9202 -0.1352
C 3.8847 2.9103 0.0312
I 0.0082 3.5299 -0.0726
H 4.4907 2.9156 -0.8880
H 4.5874 2.7380 0.8613
C -0.9481 -1.8415 2.4748
C -1.0496 -0.3165 2.5349
C -2.5171 0.0638 2.7469
C -0.1736 0.2459 3.6570
N -0.6263 0.2803 1.2976
H -1.3626 -2.2733 3.3926
H 0.0908 -2.1531 2.3879
H -1.5023 -2.1837 1.5908
H -2.8989 -0.4088 3.6579
H -3.0963 -0.2716 1.8843
H -2.6127 1.1463 2.8390
H -0.5078 -0.1461 4.6228
H -0.2307 1.3364 3.6749
H 0.8700 -0.0339 3.4997
N 0.3913 -5.4432 0.0538
N 0.8901 -4.1420 0.1241
N 1.6488 -3.7284 1.1148
C 1.8538 -2.4660 0.7450
N 1.2395 -2.1629 -0.4039
N 0.6450 -3.2633 -0.7994
H 0.4329 -5.7822 1.0080
H -0.5894 -5.3403 -0.2033
H 2.4337 -1.7561 1.3115
C -5.7069 2.4132 0.1561
Si -3.9080 2.9582 -0.0185
C -3.4192 3.7236 1.6269
C -3.8861 4.3817 -1.2599
Se -2.8606 1.1344 -0.8537
H -6.3547 3.2856 0.2934
H -5.8277 1.7449 1.0124
H -6.0397 1.8707 -0.7326
H -4.0621 4.5941 1.8002
H -2.3784 4.0499 1.6146
H -3.5491 3.0306 2.4596
H -4.6779 5.1117 -1.0589
H -4.0076 4.0015 -2.2768
H -2.9193 4.8887 -1.2095
C -1.2252 0.0314 -4.0169
C 0.1399 0.1148 -3.3260
C 0.8312 -1.2466 -3.3813
C 1.0139 1.1794 -3.9971
N -0.0653 0.5237 -1.9698
H -1.1087 -0.3964 -5.0174
H -1.6755 1.0228 -4.0970
H -1.9003 -0.5936 -3.4322
H 0.9778 -1.5395 -4.4263
H 0.2225 -1.9966 -2.8788
H 1.7973 -1.2001 -2.8780
H 1.1216 0.9579 -5.0639
H 1.9999 1.2049 -3.5306
H 0.5577 2.1639 -3.8798
C -3.0095 -4.2305 -0.6200
C -3.4209 -2.7271 -0.6828
C -3.8523 -2.4512 -2.1448
C -4.6626 -2.5358 0.2254
O -2.4074 -1.9254 -0.2911
H -3.7671 -4.9179 -1.0183
H -2.7959 -4.5021 0.4203
H -2.0990 -4.3149 -1.2220
H -4.7180 -3.0482 -2.4626
H -3.0106 -2.6715 -2.8083
H -4.0957 -1.3905 -2.2449
H -5.5194 -3.1635 -0.0586
H -4.9599 -1.4843 0.1843
H -4.3818 -2.7684 1.2575

65
Properties=species:S:1:pos:R:3 method="wB97M-V/def2-TZVPD" spin_multiplicity=1 total_charge=-1 homo_lumo_gap_ev=7.3 energy_ha=-1360.02317 lumo_energy_ha=0.1044
I -10.9006 5.9571 11.5344
C -12.1404 4.3564 15.3541
C -13.5222 4.9007 15.3445
C -13.7674 5.4166 16.8089
O -14.9777 6.1721 16.9155
C -15.0425 6.9097 18.1018
N -13.4093 6.0945 14.4828
H -11.4546 5.1070 15.6968
H -11.7481 4.0824 14.3776
H -12.1344 3.4325 15.9615
H -14.3321 4.2004 15.0702
H -12.9236 6.0117 17.1572
H -13.7852 4.5992 17.5201
H -15.9417 7.5202 18.0940
H -14.1665 7.5511 18.3326
H -15.1590 6.1927 18.9242
H -14.2803 6.5853 14.3483
H -12.9750 5.8686 13.5987
C -10.4909 10.2343 11.6700
C -10.8723 10.2153 13.1307
C -12.3990 9.8756 13.3704
O -12.6979 10.1263 14.7619
C -13.9976 9.7856 15.1375
N -9.9422 9.3622 13.8403
H -11.0299 10.9819 11.0885
H -10.6128 9.2247 11.2906
H -9.4488 10.4946 11.4630
H -10.7486 11.2490 13.4628
H -12.6069 8.7941 13.2163
H -12.9523 10.5129 12.6414
H -14.2495 8.7693 14.8071
H -14.6719 10.4954 14.6721
H -14.0604 9.8248 16.2346
H -10.4631 8.8096 14.5136
H -9.7027 8.6744 13.1214
C -14.1636 4.7474 9.2753
C -13.9425 3.2909 8.8789
C -14.1059 3.1098 7.3482
C -13.5727 1.7213 6.9125
C -12.1757 1.4593 7.4424
C -12.0532 1.5924 8.9098
N -12.5203 2.9786 9.2577
O -12.3969 3.1745 10.6993
C -12.8087 0.4323 9.5689
C -10.5880 1.4544 9.2542
C -14.9883 2.4516 9.6671
H -14.1712 4.8677 10.3611
H -15.0689 5.1592 8.8213
H -13.3181 5.3205 8.8917
H -15.1495 3.2748 7.0052
H -13.5328 3.9329 6.8943
H -13.5107 1.7196 5.8216
H -14.2749 0.9479 7.2393
H -11.4615 2.1695 6.9688
H -11.8544 0.4441 7.1171
H -12.9511 0.6276 10.6303
H -13.7926 0.2979 9.1081
H -12.2617 -0.5148 9.4340
H -10.4467 1.7357 10.3053
H -10.2599 0.4198 9.0780
H -10.0319 2.2348 8.7316
H -15.2751 1.5139 9.1909
H -15.9505 2.9578 9.7081
H -14.5538 2.2741 10.6404
H -11.9526 4.0214 10.7862